15 unconnected molecules or ions with the total composition C6H36O14. Source: the OMol25 dataset; level of theory: ωB97M-V with the def2-TZVPD basis set.

Element x y z (Å)
C  0.893  -2.669  2.219
C  1.809  -1.726  2.353
C  -1.187  -3.409  1.373
C  -0.104  -2.657  1.104
C  -0.122  -1.697  -0.007
C  -0.060  -0.368  0.084
H  0.894  -3.589  2.820
H  2.528  -1.556  3.170
H  2.020  -0.872  1.709
H  -2.096  -3.473  0.781
H  -1.140  -4.405  1.798
H  -0.503  -2.140  -0.959
H  0.060  0.266  -0.782
H  0.093  0.088  1.079
H  -2.021  -1.779  -2.852
H  -0.699  -2.564  -2.890
O  -1.648  -2.662  -3.019
H  3.219  1.863  -2.645
H  2.024  0.867  -2.187
O  2.994  1.043  -2.212
H  -2.270  3.217  -1.494
H  -1.561  4.434  -1.387
O  -1.339  3.495  -1.469
H  3.002  -0.634  -2.829
H  3.126  -1.855  -1.789
O  2.653  -1.506  -2.550
H  -2.468  -1.216  2.442
H  -3.166  -0.082  3.200
O  -3.275  -0.687  2.453
H  -3.325  0.560  -1.527
H  -2.224  1.581  -1.469
O  -2.635  0.974  -2.091
H  1.805  1.407  1.597
H  2.710  2.443  2.424
O  1.862  2.287  2.004
H  3.390  2.928  -0.721
H  2.129  3.046  0.108
O  2.533  3.356  -0.715
H  -3.529  0.431  1.241
H  -2.640  1.624  0.844
O  -3.435  1.154  0.567
H  -0.791  0.918  3.943
H  -1.159  2.277  3.478
O  -1.572  1.436  3.718
H  -0.601  -4.021  -1.391
H  0.869  -4.262  -2.018
O  0.071  -4.644  -1.654
H  3.452  0.549  -0.247
H  2.378  -0.437  -0.045
O  2.891  0.216  0.476
H  0.198  3.267  1.547
H  -0.702  4.212  2.097
O  -0.738  3.280  1.824
H  -0.262  0.668  -3.331
H  0.201  2.028  -2.726
O  0.489  1.134  -2.952

HOMO energy	-8.98	eV
F_max	2.471	eV Å⁻¹

11 unconnected molecules or ions with the total composition C6H37N2O10. Source: the OMol25 dataset; level of theory: ωB97M-V with the def2-TZVPD basis set.

Element x y z (Å)
N  0.833  0.452  -1.096
C  -0.377  1.373  -0.338
C  -0.750  2.473  -1.383
C  -0.998  1.934  -2.767
C  -1.795  3.393  -0.878
C  -1.551  0.299  -0.238
N  -1.444  -0.591  1.027
C  -0.916  -1.912  0.616
H  1.045  0.888  -1.970
H  0.567  -0.486  -1.338
H  1.531  0.450  -0.448
H  0.016  1.613  0.604
H  0.260  2.976  -1.277
H  -1.572  2.634  -3.406
H  -1.461  1.060  -3.117
H  -0.123  1.873  -3.298
H  -1.646  3.742  0.109
H  -2.751  3.034  -0.965
H  -1.624  4.353  -1.442
H  -2.505  0.834  -0.049
H  -1.799  -0.389  -1.049
H  -0.957  -0.019  1.647
H  -1.334  -2.056  -0.348
H  0.154  -1.916  0.496
H  -1.287  -2.645  1.360
H  2.242  0.374  -4.007
H  2.477  1.678  -3.121
O  1.860  1.214  -3.679
H  1.227  0.294  2.617
H  2.007  -0.439  1.391
O  1.201  0.068  1.630
H  -0.779  -1.319  3.281
H  -1.193  -2.759  3.914
O  -0.480  -2.295  3.502
H  -3.873  -0.976  1.283
H  -3.599  -2.391  1.035
O  -4.216  -1.709  0.644
H  3.562  -0.504  -0.341
H  4.228  0.947  -0.030
O  3.386  0.420  -0.103
H  2.445  -2.473  0.928
H  3.396  -3.438  0.847
O  3.055  -2.705  0.384
H  -2.318  0.898  4.314
H  -3.065  0.083  3.187
O  -2.175  0.428  3.512
H  -2.837  -1.206  -3.580
H  -1.680  -2.250  -4.028
O  -2.101  -1.834  -3.299
H  1.197  -2.181  3.212
H  2.416  -1.447  3.648
O  2.174  -2.190  3.195
H  2.697  3.093  -0.903
H  2.927  1.727  -1.238
O  2.873  2.596  -1.722

charge	+1
HOMO energy	-11.75	eV
F_max	9.066	eV Å⁻¹

13 unconnected molecules or ions with the total composition C6H37NO13. Source: the OMol25 dataset; level of theory: ωB97M-V with the def2-TZVPD basis set.

Element x y z (Å)
O  2.909  -0.352  2.493
C  2.652  -0.597  1.329
C  1.684  0.320  0.625
N  1.256  -0.273  -0.725
C  0.030  0.438  -1.179
C  -0.420  0.140  -2.629
C  -1.848  0.596  -2.919
C  0.579  0.664  -3.742
H  2.757  -1.554  0.874
H  0.859  0.689  1.215
H  2.386  1.145  0.169
H  0.920  -1.231  -0.540
H  0.312  1.512  -1.039
H  -0.712  0.013  -0.389
H  -0.385  -0.937  -2.775
H  -2.416  0.106  -3.716
H  -2.584  0.380  -2.104
H  -2.016  1.641  -3.147
H  0.655  1.737  -3.735
H  0.087  0.326  -4.634
H  1.613  0.211  -3.867
H  -2.420  -3.996  0.712
H  -1.958  -2.896  1.851
O  -2.153  -3.107  0.895
H  -2.417  1.937  -0.460
H  -3.816  2.425  -0.150
O  -2.886  2.546  0.117
H  -1.555  -3.330  -2.291
H  -2.625  -3.119  -1.280
O  -2.508  -3.352  -2.224
H  -3.778  -0.742  0.365
H  -2.891  0.254  1.021
O  -3.327  0.088  0.156
H  2.028  -1.140  3.848
H  1.816  -2.598  4.079
O  1.461  -1.895  3.499
H  0.727  -3.746  -1.209
H  2.223  -3.420  -0.973
O  1.516  -3.402  -1.629
H  -1.722  2.053  1.409
H  -0.351  2.383  1.933
O  -1.047  1.693  1.983
H  -0.428  -1.647  3.071
H  -0.611  -1.268  1.598
O  -1.099  -1.471  2.416
H  2.385  3.622  2.460
H  2.139  2.306  1.747
O  1.669  3.110  2.026
H  -1.878  -0.526  4.525
H  -1.253  0.632  3.844
O  -1.295  0.184  4.709
H  3.576  1.491  -2.220
H  2.579  0.266  -2.126
O  2.693  1.188  -2.061
H  3.058  3.168  -1.133
H  2.531  3.695  0.223
O  3.304  3.641  -0.300

HOMO energy	-9.46	eV
F_max	4.883	eV Å⁻¹

14 unconnected molecules or ions with the total composition C6H37NO13. Source: the OMol25 dataset; level of theory: ωB97M-V with the def2-TZVPD basis set.

Element x y z (Å)
C  -3.078  0.802  1.948
C  -2.982  0.160  0.554
N  0.651  -0.102  -0.812
C  -0.680  -0.288  -0.210
C  -1.672  0.592  -0.064
C  -1.668  1.714  -0.905
C  -0.987  2.884  -1.004
H  -2.121  0.711  2.693
H  -4.112  0.665  2.331
H  -2.899  1.955  1.898
H  -3.913  0.210  -0.146
H  -2.829  -1.053  0.780
H  1.003  -0.769  -1.502
H  0.644  0.820  -1.375
H  -0.728  -1.373  0.318
H  -2.370  1.534  -1.772
H  -0.879  3.628  -1.780
H  -0.433  3.260  -0.117
H  4.135  0.829  -0.013
H  5.343  0.842  -1.053
O  5.096  0.572  -0.145
H  -3.771  2.957  0.458
H  -4.326  2.326  -0.821
O  -4.582  2.827  0.003
H  1.379  -1.708  -3.500
H  -0.064  -1.998  -3.442
O  0.523  -1.311  -3.646
H  2.687  0.742  3.769
H  2.685  2.435  3.593
O  2.928  1.529  3.187
H  1.417  -3.636  -2.111
H  1.974  -3.630  -3.556
O  2.092  -3.395  -2.735
H  -0.139  -3.369  1.863
H  0.002  -2.374  0.704
O  -0.433  -3.228  0.903
H  2.563  -2.852  2.911
H  2.091  -1.671  2.145
O  1.968  -2.618  2.219
H  0.164  2.523  -3.278
H  1.559  2.097  -2.988
O  0.936  2.717  -2.840
H  3.435  3.454  -0.264
H  2.211  3.620  -1.205
O  3.004  3.283  -1.036
H  -1.987  -2.794  -0.582
H  -3.371  -2.435  -0.030
O  -2.893  -2.507  -0.829
H  -0.986  0.977  3.788
H  -0.098  0.967  2.609
O  -0.322  1.607  3.335
H  0.985  0.515  0.912
H  1.786  0.652  2.229
O  1.282  0.037  1.656
H  0.034  -3.875  -0.442
H  -0.405  -5.135  -1.316
O  0.154  -4.322  -1.289

HOMO energy	-8.52	eV
F_max	7.463	eV Å⁻¹

14 unconnected molecules or ions with the total composition C6H37NO14. Source: the OMol25 dataset; level of theory: ωB97M-V with the def2-TZVPD basis set.

Element x y z (Å)
C  -1.368  1.085  -0.801
C  -1.750  2.221  0.139
C  -0.441  2.910  0.524
C  0.169  2.776  1.689
C  -1.103  -0.210  -0.037
N  -0.620  -1.189  -0.870
C  -0.920  -1.303  -2.281
O  -0.969  -0.375  1.175
H  -2.062  0.879  -1.596
H  -0.465  1.342  -1.359
H  -2.263  2.958  -0.487
H  -2.243  2.023  1.084
H  -0.006  3.456  -0.311
H  -0.260  2.234  2.523
H  1.105  3.268  1.914
H  -0.584  -2.069  -0.370
H  -0.187  -0.771  -2.908
H  -1.941  -1.016  -2.537
H  -0.832  -2.324  -2.658
H  2.136  -4.207  -0.349
H  2.879  -3.539  0.774
O  2.813  -4.379  0.313
H  2.693  4.183  -0.645
H  4.010  3.431  -0.685
O  3.544  4.172  -1.102
H  -2.697  -3.649  0.811
H  -3.013  -2.329  1.520
O  -3.008  -2.749  0.648
H  2.430  3.417  -2.264
H  2.410  3.835  -3.736
O  1.962  3.258  -3.113
H  0.817  0.111  2.119
H  0.473  -0.148  3.535
O  1.172  -0.342  2.903
H  3.130  -1.650  2.517
H  4.150  -0.765  3.381
O  3.838  -1.006  2.509
H  1.281  -1.912  0.861
H  0.809  -1.994  2.193
O  0.875  -2.600  1.410
H  4.665  1.191  0.117
H  5.967  1.687  -0.406
O  5.029  1.701  -0.624
H  -0.425  -5.512  0.977
H  -0.260  -4.302  1.834
O  -0.919  -4.976  1.608
H  1.951  0.689  -2.489
H  1.077  1.621  -3.304
O  1.238  0.670  -3.135
H  -3.769  0.264  -2.492
H  -4.771  1.251  -2.206
O  -4.286  0.922  -2.972
H  -2.526  -0.127  2.060
H  -3.828  0.316  2.869
O  -3.309  -0.421  2.558
H  -3.442  -1.269  -0.534
H  -4.533  -0.359  0.176
O  -3.823  -0.381  -0.468

HOMO energy	-9.92	eV
F_max	3.105	eV Å⁻¹

13 unconnected molecules or ions with the total composition C6H39NO12. Source: the OMol25 dataset; level of theory: ωB97M-V with the def2-TZVPD basis set.

Element x y z (Å)
C  -1.583  3.873  0.353
N  -2.465  2.816  0.877
C  -1.730  1.613  1.507
C  -2.387  0.434  0.741
C  -1.323  -0.662  0.381
C  -2.062  -1.800  -0.338
C  -2.134  1.757  3.010
H  -1.647  4.688  1.085
H  -1.998  4.199  -0.604
H  -0.559  3.626  0.078
H  -3.163  3.107  1.545
H  -0.652  1.736  1.449
H  -3.186  -0.036  1.316
H  -2.765  0.880  -0.169
H  -0.583  -0.235  -0.286
H  -1.061  -1.141  1.319
H  -3.164  -1.724  -0.440
H  -2.086  -2.688  0.313
H  -1.879  -1.989  -1.398
H  -1.672  0.970  3.604
H  -3.220  1.819  3.010
H  -1.740  2.734  3.289
H  0.909  -0.063  4.756
H  1.382  -0.060  3.314
O  0.669  -0.364  3.901
H  -1.738  1.746  -3.098
H  -2.389  1.579  -4.509
O  -1.545  1.840  -4.031
H  1.130  0.731  -4.261
H  -0.354  0.708  -4.192
O  0.416  0.113  -4.256
H  0.622  -2.218  -1.723
H  0.356  -1.126  -2.887
O  0.781  -1.312  -2.033
H  1.209  -4.489  -2.074
H  -0.019  -4.779  -1.304
O  0.256  -4.392  -2.141
H  3.183  -1.403  -0.263
H  2.006  -0.807  -0.913
O  2.941  -0.549  -0.607
H  3.355  0.971  -1.876
H  4.708  1.624  -1.942
O  3.769  1.841  -1.711
H  0.888  -4.600  1.789
H  0.008  -3.696  1.031
O  0.753  -4.270  0.914
H  3.078  0.899  1.847
H  3.116  1.523  3.170
O  3.274  0.642  2.776
H  0.391  -2.019  3.334
H  -0.878  -2.641  3.986
O  -0.140  -2.850  3.422
H  4.746  2.643  0.885
H  3.575  2.155  -0.002
O  3.791  2.386  0.957
H  -3.695  1.165  -2.466
H  -2.975  -0.156  -2.055
O  -3.621  0.216  -2.688

HOMO energy	-8.45	eV
F_max	3.674	eV Å⁻¹

A molecular structure, C6H39NO13. Source: the OMol25 dataset; level of theory: ωB97M-V with the def2-TZVPD basis set.

Element x y z (Å)
C  1.282  -2.225  -1.405
N  0.971  -0.798  -1.194
C  1.105  -0.390  0.217
C  0.774  1.118  0.322
C  -0.656  1.458  -0.069
O  -0.782  2.868  -0.284
C  2.490  -0.686  0.799
C  0.712  -2.677  -2.732
H  2.376  -2.404  -1.358
H  0.843  -2.791  -0.575
H  1.594  -0.219  -1.753
H  0.333  -0.949  0.765
H  0.952  1.467  1.339
H  1.470  1.653  -0.307
H  -1.360  1.222  0.731
H  -0.951  0.963  -0.997
H  -0.425  3.096  -1.160
H  2.567  -1.730  1.102
H  3.256  -0.477  0.061
H  2.724  -0.062  1.658
H  0.910  -3.739  -2.898
H  1.087  -2.087  -3.567
H  -0.383  -2.542  -2.786
H  -1.628  1.831  2.787
H  -0.740  0.611  3.098
O  -1.648  0.853  2.851
H  -1.499  -3.097  0.314
H  -2.541  -2.392  -0.587
O  -2.435  -2.808  0.287
H  -0.467  -0.235  -2.992
H  -1.889  -0.030  -2.624
O  -1.229  0.315  -3.247
H  1.663  2.014  -2.528
H  3.039  1.689  -3.207
O  2.525  1.564  -2.407
H  -0.487  -1.490  3.128
H  -1.697  -2.313  2.633
O  -0.808  -2.390  3.000
H  -0.273  3.241  -3.514
H  -0.501  1.807  -2.991
O  0.021  2.640  -2.818
H  -1.495  -0.609  -1.601
H  -2.763  -0.329  -0.767
O  -2.453  -0.680  -1.647
H  -1.103  3.400  1.368
H  -0.363  3.794  2.681
O  -1.186  3.442  2.337
H  4.541  2.615  0.108
H  3.430  1.721  -0.477
O  3.942  1.898  0.324
H  1.399  -0.301  4.035
H  1.535  0.079  2.546
O  0.942  0.131  3.304
H  -2.666  0.138  1.624
H  -3.051  -1.254  0.977
O  -3.203  -0.282  0.912
H  -0.003  -3.163  1.647
H  0.201  -4.545  0.903
O  0.172  -3.593  0.784

HOMO energy	-9.19	eV
F_max	3.475	eV Å⁻¹

14 unconnected molecules or ions with the total composition C6H39NO14. Source: the OMol25 dataset; level of theory: ωB97M-V with the def2-TZVPD basis set.

Element x y z (Å)
C  0.283  0.121  -3.034
O  -0.469  1.310  -3.397
C  -0.409  -0.589  -1.864
C  -0.066  0.096  -0.576
C  -0.889  -0.262  0.679
C  -1.691  1.088  2.698
C  -0.896  0.874  1.648
N  -0.122  -2.007  -1.792
H  1.296  0.457  -2.775
H  0.401  -0.530  -3.902
H  0.165  1.889  -3.828
H  -1.464  -0.449  -2.112
H  -0.067  1.174  -0.700
H  0.975  -0.126  -0.318
H  -0.402  -1.136  1.113
H  -1.905  -0.505  0.364
H  -1.736  2.004  3.266
H  -2.475  0.347  2.829
H  -0.069  1.572  1.571
H  0.676  -2.183  -1.198
H  -0.081  -2.542  -2.641
H  -3.808  -1.245  1.523
H  -3.601  -1.968  0.180
O  -4.263  -1.492  0.713
H  1.411  3.524  -0.378
H  -0.143  3.467  0.078
O  0.750  3.100  0.163
H  1.118  -2.375  2.893
H  2.280  -1.636  3.255
O  1.694  -1.723  2.483
H  -1.399  3.314  -2.116
H  -1.816  3.565  -0.690
O  -1.400  4.005  -1.439
H  -3.140  1.390  -3.166
H  -3.738  0.896  -1.864
O  -2.975  1.370  -2.217
H  4.033  -0.073  -0.751
H  3.230  0.304  0.504
O  3.233  -0.301  -0.266
H  -1.850  -4.033  1.996
H  -1.363  -2.622  2.289
O  -1.271  -3.534  2.581
H  -1.453  -2.841  -0.283
H  -2.319  -4.105  -0.588
O  -2.311  -3.276  -0.108
H  2.814  1.949  2.028
H  2.063  0.643  2.414
O  2.918  1.001  2.151
H  2.922  -1.955  -1.391
H  2.544  -3.083  -0.378
O  2.897  -2.908  -1.258
H  1.947  3.251  -2.241
H  2.963  3.246  -1.058
O  2.864  3.411  -1.997
H  0.086  3.033  2.701
H  0.279  4.366  2.058
O  0.307  3.941  2.918
H  0.632  -4.302  1.307
H  1.660  -3.136  1.230
O  1.153  -3.773  0.695

HOMO energy	-9.18	eV
F_max	1.799	eV Å⁻¹

What energy above the lowest of the compared OMol25 structures with the same formula, charge and spin values result from the calculations? In sequence: 476.9; 539.1; 471.8; 790.8; 200.9; 323.4; 242.4; 421.6 kJ/mol.
What calculated total energy values result from the calculations? In sequence: -1303.4518; -1112.3497; -1283.5783; -1283.4568; -1358.9059; -1209.5711; -1284.8788; -1360.0640 Ha.